(1)
This record from OMol25 describes a structure of composition C28H33N4OReS2SbSe4Te. The level of theory is ωB97M-V/def2-TZVPD.

Electronic energy: -12369.19738 a.u.
LUMO (alpha / beta): -7.5 / -7.6 eV
Charge: +2
E_HOMO (alpha / beta): -13.22 / -13.14 eV
Spin multiplicity: 2

Last column: Löwdin spin population.
Cartesian coordinates (Å):
Re (-2.089, -1.225, 1.341)  0.00
C (-0.957, -3.298, 6.585)  0.00
S (0.001, -2.208, 5.517)  0.00
C (-0.932, -2.230, 4.081)  0.00
S (-0.209, -1.384, 2.715)  0.00
N (-2.048, -2.871, 3.979)  0.00
N (-2.596, -2.760, 2.720)  0.00
C (-3.565, -3.548, 2.438)  0.00
C (-4.132, -3.427, 1.112)  0.00
C (-5.062, -4.322, 0.622)  0.00
C (-5.458, -4.217, -0.703)  0.00
C (-4.885, -3.235, -1.491)  0.00
C (-3.971, -2.360, -0.929)  0.00
N (-3.621, -2.422, 0.359)  0.00
H (-0.409, -3.336, 7.524)  0.00
H (-1.948, -2.886, 6.749)  0.00
H (-1.019, -4.291, 6.150)  0.00
H (-3.900, -4.283, 3.161)  0.00
H (-5.447, -5.098, 1.269)  0.00
H (-6.187, -4.902, -1.114)  0.00
H (-5.147, -3.126, -2.533)  0.00
H (-3.527, -1.575, -1.521)  0.00
Se (-5.898, 2.914, 1.387)  0.90
Sb (-3.550, 2.150, 1.604)  0.03
Se (-3.404, -0.031, 2.948)  0.00
Se (-2.886, 0.620, -0.274)  0.01
Se (-2.047, 3.810, 2.311)  0.05
C (1.089, -2.360, -0.995)  0.00
C (-0.100, -1.873, -0.255)  0.00
O (-1.038, -2.670, 0.084)  0.00
N (-0.365, -0.653, 0.184)  0.00
Te (0.426, 1.207, 0.174)  0.00
C (0.166, 2.108, -1.719)  0.00
C (-0.385, 1.572, -2.881)  0.00
C (-0.806, 0.140, -3.072)  0.00
C (-0.509, 2.421, -3.977)  0.00
C (-0.098, 3.746, -3.949)  0.00
C (-0.254, 4.636, -5.147)  0.00
C (0.453, 4.237, -2.770)  0.00
C (0.587, 3.447, -1.640)  0.00
C (1.179, 4.047, -0.388)  0.00
C (2.484, 0.811, 0.215)  0.00
C (3.063, 1.011, 1.482)  0.00
C (2.288, 1.479, 2.690)  0.00
C (4.431, 0.809, 1.610)  0.00
C (5.225, 0.438, 0.532)  0.00
C (6.700, 0.222, 0.689)  0.00
C (4.621, 0.285, -0.713)  0.00
C (3.261, 0.475, -0.907)  0.00
C (2.721, 0.342, -2.303)  0.00
H (1.185, -3.429, -0.820)  0.00
H (1.991, -1.842, -0.673)  0.00
H (0.951, -2.201, -2.066)  0.00
H (-0.931, -0.394, -2.136)  0.00
H (-0.075, -0.393, -3.685)  0.00
H (-1.755, 0.104, -3.608)  0.00
H (-0.935, 2.019, -4.889)  0.00
H (-0.517, 4.067, -6.036)  0.00
H (0.666, 5.184, -5.346)  0.00
H (-1.040, 5.372, -4.971)  0.00
H (0.780, 5.269, -2.723)  0.00
H (1.433, 5.092, -0.556)  0.00
H (2.104, 3.545, -0.083)  0.00
H (0.470, 4.032, 0.448)  0.00
H (1.479, 0.802, 2.968)  0.00
H (1.852, 2.469, 2.529)  0.00
H (2.952, 1.556, 3.548)  0.00
H (4.891, 0.955, 2.580)  0.00
H (7.013, 0.335, 1.725)  0.00
H (7.257, 0.939, 0.083)  0.00
H (6.981, -0.775, 0.350)  0.00
H (5.233, 0.013, -1.566)  0.00
H (3.365, -0.307, -2.895)  0.00
H (2.686, 1.316, -2.796)  0.00
H (1.715, -0.067, -2.328)  0.00

(2)
This record from OMol25 describes a cluster of 2 separate species, C4H9NOS in total in a non-equilibrium geometry. The level of theory is ωB97M-V/def2-TZVPD.

Electronic energy: -685.75734 a.u.
LUMO (alpha / beta): -0.4 / -0.4 eV
E_HOMO (alpha / beta): -8.71 / -8.71 eV

Last column: Löwdin charge in e.
Cartesian coordinates (Å):
C (0.572, -0.431, 0.782)  0.02
C (-1.705, -0.238, 1.432)  -0.17
C (1.423, -0.719, -0.190)  -0.24
C (0.917, -1.072, -1.539)  -0.11
N (-0.746, 1.831, 0.064)  -0.18
O (-0.493, 1.653, 2.644)  -0.55
S (-1.574, 1.517, 1.624)  0.79
H (0.952, -0.194, 1.906)  0.10
H (-1.290, 1.213, -0.596)  0.06
H (-2.269, -0.560, 0.637)  -0.01
H (-1.339, -0.702, 2.292)  0.01
H (2.502, -0.794, -0.020)  0.11
H (-0.141, -1.314, -1.499)  0.08
H (1.298, -1.840, -2.049)  0.03
H (0.933, -0.184, -2.057)  0.05
H (-0.608, 2.817, -0.044)  0.03